Entry 1:
The following is a DFT calculation (ωB97M-V/def2-TZVPD) of a molecular structure, C12H15N at a distorted geometry.

The highest occupied orbital energy is -8.8 eV. Its energy relative to the best compared isomer or geometry (same formula, charge and spin) is 131.21 kcal per mole. Its total charge is 0. The calculation puts the lowest unoccupied orbital energy at 0.792 eV. Its total energy is -520.8283 Ha.

Geometry as XYZ:
```
28
Properties=species:S:1:pos:R:3:forces:R:3
C -1.9580 -2.4774 -0.0693 0.2 -3.7 0.2
C -1.3162 -0.5727 1.3357 3.5 1.1 -1.6
C -1.3246 0.4051 0.0796 -2.1 -0.5 1.0
C -0.2948 0.0756 -0.9599 -1.4 0.9 -2.0
C 1.1120 0.3933 -0.5132 -0.6 -0.1 0.0
C 2.0567 -0.5453 -0.9282 1.0 1.9 1.1
C 3.3947 -0.3257 -0.6007 1.4 0.2 0.8
C 3.7313 0.8357 0.1638 -1.5 -2.5 -0.1
C 2.7225 1.6221 0.7261 1.4 -0.1 -1.6
C 1.4260 1.5083 0.2827 -1.1 0.4 -0.5
C -2.3746 1.2151 -0.1083 1.0 -0.5 0.2
C -3.3038 2.1466 -0.1838 3.1 2.2 0.2
H -2.8649 -3.1863 0.6288 2.4 2.3 -2.9
H -2.3113 -1.6582 -0.7886 -0.1 -1.5 1.1
H -1.1964 -3.2973 -0.7210 -2.8 2.2 1.8
H -0.0385 -1.9612 0.6282 -2.8 -0.4 1.0
H -0.5304 -0.2195 2.0513 -0.1 -0.6 -0.8
H -2.1355 -0.3925 1.8878 -3.5 0.1 1.6
H -0.5976 0.7606 -1.8803 0.8 -1.7 1.4
H -0.3841 -1.0576 -1.2013 0.2 2.1 -0.1
H 1.6705 -1.2570 -1.5940 0.1 -1.4 -0.6
H 4.2505 -1.0638 -0.7554 -1.5 1.1 -0.4
H 4.7545 0.9418 0.4338 0.6 0.3 0.3
H 3.0902 2.4077 1.3225 -0.2 1.1 0.8
H 0.6971 2.3703 0.4112 0.7 -1.6 0.3
H -2.9022 3.2540 -0.0965 -1.0 -2.2 0.3
H -4.2851 2.0601 -0.5367 -1.2 -0.5 -0.5
N -1.0880 -1.9819 0.9855 3.2 1.5 -0.8
```
Forces are in eV/Å.

Entry 2:
The following is a DFT calculation (ωB97M-V/def2-TZVPD) of a molecular structure, C12H15N2O5SV.

The highest occupied orbital energy (alpha / beta) is -3.4 / -4.9 eV. Its energy relative to the best compared isomer or geometry (same formula, charge and spin) is 2.48 kcal per mole. Its total charge is -1. The calculation puts the lowest unoccupied orbital energy (alpha / beta) at 2.719 / 2.697 eV. The expectation value of S² is 3.760. Its multiplicity is 4. Its total energy is -2294.2880 Ha.

Geometry as XYZ:
```
36
Properties=species:S:1:pos:R:3:forces:R:3
V 0.5063 -0.3487 -0.1761 0.1 0.2 -0.1
C 4.2448 3.8425 -5.0425 0.0 0.0 0.0
C 4.0412 2.7323 -4.0466 0.0 0.0 0.0
C 5.1173 2.0457 -3.5021 0.0 0.0 0.0
C 4.9233 1.0323 -2.5701 0.0 0.0 0.0
C 3.6399 0.6927 -2.1804 0.0 0.0 -0.1
C 2.5512 1.3728 -2.7160 0.0 0.0 0.0
C 2.7541 2.3807 -3.6390 0.0 0.0 0.0
S 3.3739 -0.5921 -0.9633 0.0 -0.1 0.0
O 4.7034 -1.0331 -0.5986 0.0 0.0 -0.1
O 2.5051 -1.5883 -1.5957 0.1 0.2 0.1
N 2.5329 0.0380 0.1867 -0.2 0.0 -0.1
C 2.7588 1.3784 0.6895 0.0 0.1 0.0
C 1.5148 2.2693 0.4851 -0.1 0.0 0.0
O 1.6157 3.4682 0.7027 0.0 0.1 0.0
O 0.4290 1.6642 0.1143 0.2 -0.1 0.1
H 5.3035 3.9935 -5.2535 0.0 0.0 0.0
H 3.8381 4.7833 -4.6664 0.0 0.0 0.0
H 3.7403 3.6226 -5.9857 0.0 0.0 0.0
H 6.1244 2.3123 -3.8040 0.0 0.0 0.0
H 5.7543 0.4959 -2.1323 0.0 0.0 0.0
H 1.5458 1.1260 -2.3952 0.0 0.0 0.0
H 1.9018 2.9172 -4.0406 0.0 0.0 0.0
H 3.6073 1.8990 0.2368 0.0 -0.1 -0.1
H 2.9487 1.3627 1.7674 0.0 0.0 0.0
N -3.5918 -1.4230 -0.1699 0.0 -0.1 0.0
C -2.2532 -1.3105 -0.0146 0.2 0.1 0.0
O -1.6242 -0.4787 -0.6727 -0.1 -0.1 0.0
C -1.5733 -2.1960 1.0058 0.0 0.1 -0.1
C -0.0597 -2.1632 0.8092 -0.2 -0.2 0.1
H -4.0624 -0.8374 -0.8368 0.0 0.0 0.0
H -4.1012 -2.1367 0.3157 0.0 0.0 0.0
H -2.0627 -3.1834 0.9784 0.0 0.0 0.0
H -1.8332 -1.7559 1.9769 0.0 0.0 0.0
H 0.2381 -2.9265 0.0727 0.0 0.0 0.0
H 0.4547 -2.4074 1.7415 0.0 0.0 0.0
```
Forces are in eV/Å.

Entry 3:
The following is a DFT calculation (ωB97M-V/def2-TZVPD) of a molecular structure, C12H15N3O3S.

The highest occupied orbital energy is -7.8 eV. Its energy relative to the best compared isomer or geometry (same formula, charge and spin) is 45.18 kcal per mole. Its total charge is 0. The calculation puts the lowest unoccupied orbital energy at -0.243 eV. Its total energy is -1254.4585 Ha.

Geometry as XYZ:
```
34
Properties=species:S:1:pos:R:3:forces:R:3
C 3.8193 -0.1008 1.9446 -0.1 -0.1 0.2
C 2.7060 -1.1273 1.7262 0.1 0.1 0.3
C 1.8435 -0.8190 0.5148 0.2 0.1 0.0
N 1.1911 0.5068 0.5904 -0.3 -0.5 -0.5
C -0.1825 0.5885 0.7961 0.2 0.1 0.0
C -0.9187 1.5873 0.2097 0.0 0.1 -0.1
C -2.3121 1.7501 0.4292 0.1 0.1 -0.1
C -3.0256 0.9245 1.2297 -0.3 -0.2 0.3
C -2.3219 -0.1275 1.8638 0.2 0.0 0.0
N -2.8355 -1.0437 2.6929 0.1 -0.1 0.0
S -1.6191 -1.9984 3.1301 -0.3 0.0 0.1
N -0.4126 -1.3366 2.3310 0.2 0.0 0.0
C -0.9098 -0.2993 1.6514 -0.1 -0.1 0.1
H 4.7027 -0.3219 1.3450 0.0 0.1 -0.1
H 3.4674 0.9050 1.7204 0.0 0.0 -0.1
H 4.1252 -0.1033 2.9914 0.1 0.0 0.0
H 2.0812 -1.1766 2.6176 -0.1 0.0 -0.1
H 3.1451 -2.1210 1.6077 -0.1 0.0 -0.1
H 2.4907 -0.7927 -0.3653 0.0 0.0 -0.1
H 1.1042 -1.6010 0.3426 0.0 -0.1 0.1
H 1.3867 0.9981 -0.2738 0.2 0.3 0.2
H -0.4080 2.2821 -0.4445 0.0 0.1 0.0
H -2.8231 2.5652 -0.0653 0.1 0.1 -0.1
H -4.0828 1.0480 1.4097 0.0 0.0 0.0
C -1.8575 0.2433 -3.4684 -0.1 -0.1 0.0
C -1.2158 -0.9767 -2.8330 -0.1 0.0 0.0
O 0.1488 -0.5588 -2.6956 0.0 0.0 0.0
C 0.1778 0.7887 -2.6586 -0.1 0.0 0.1
O 1.1289 1.4368 -2.3493 0.1 0.0 -0.1
O -1.0219 1.3035 -2.9894 0.0 0.0 -0.2
H -2.8835 0.4132 -3.1554 0.0 0.1 0.1
H -1.8046 0.2231 -4.5579 0.0 0.0 0.0
H -1.6155 -1.1889 -1.8401 0.0 0.0 0.0
H -1.2680 -1.8707 -3.4475 0.1 0.0 0.0
```
Forces are in eV/Å.

Entry 4:
The following is a DFT calculation (ωB97M-V/def2-TZVPD) of 2 unconnected molecules or ions with the total composition C12H15NO2 at a distorted geometry.

The highest occupied orbital energy is -6.8 eV. Its energy relative to the best compared isomer or geometry (same formula, charge and spin) is 55.44 kcal per mole. Its total charge is 0. The calculation puts the lowest unoccupied orbital energy at -2.195 eV. Its total energy is -671.3970 Ha.

Geometry as XYZ:
```
30
Properties=species:S:1:pos:R:3:forces:R:3
C 2.4514 -0.2115 -0.6413 0.6 0.4 -0.2
C 2.5661 -0.1010 0.8648 -0.3 -0.2 0.5
O 1.9331 1.1557 1.1857 0.7 -0.3 0.3
C 1.1640 1.5208 0.0903 0.5 -1.6 -1.4
O 0.4795 2.5348 0.1395 -0.1 0.0 -0.1
N 1.3276 0.6162 -0.9225 -1.7 1.9 0.1
H 3.3582 0.2077 -1.1122 0.1 -0.1 0.0
H 2.3682 -1.2424 -1.0042 -0.2 0.0 0.2
H 1.9810 -0.9067 1.3281 0.1 0.1 0.2
H 3.6040 -0.1346 1.2172 -0.3 0.2 0.2
C -0.0386 0.2479 -3.3881 0.2 -0.6 -0.1
C -0.3732 1.6465 -3.0375 0.6 -0.3 0.3
C 0.5760 2.6903 -3.4856 0.3 0.3 0.4
C -1.6192 1.9587 -2.4407 -1.3 0.5 0.7
C -1.9168 3.2541 -1.9141 0.3 -0.3 -0.3
C -3.1725 3.5636 -1.4068 0.0 0.0 0.0
C -4.1852 2.5922 -1.3490 0.7 0.0 -0.3
C -3.9134 1.3072 -1.8412 0.0 -0.1 0.0
C -2.6666 0.9912 -2.3610 0.4 0.2 0.0
H -0.4424 -0.4572 -2.6581 0.1 0.2 -0.2
H -0.4303 -0.0077 -4.3813 -0.1 0.2 -0.1
H 1.0455 0.1137 -3.4034 -0.3 0.1 -0.1
H 0.3782 3.6688 -3.0485 0.0 -0.2 -0.1
H 1.5993 2.3920 -3.2278 -0.3 0.0 0.0
H 0.5332 2.7874 -4.5806 -0.2 -0.2 0.1
H -1.1145 3.9910 -1.8926 -0.4 -0.1 0.1
H -3.3564 4.5801 -1.0544 0.0 -0.4 0.0
H -5.1635 2.8321 -0.9189 0.4 -0.1 -0.2
H -4.6780 0.5307 -1.8153 0.2 0.3 0.0
H -2.4617 -0.0124 -2.7332 -0.3 0.3 0.1
```
Forces are in eV/Å.

Entry 5:
The following is a DFT calculation (ωB97M-V/def2-TZVPD) of a gas-phase ion, C12H15NP (charge +1).

The highest occupied orbital energy is -12.3 eV. Its energy relative to the best compared isomer or geometry (same formula, charge and spin) is 0.00 kcal per mole. Its total charge is +1. The calculation puts the lowest unoccupied orbital energy at -4.344 eV. As for the structure (SMILES): CCP(C)c1cc2ccccc2c[nH+]1. Its total energy is -862.1560 Ha.

Geometry as XYZ:
```
29
Properties=species:S:1:pos:R:3:forces:R:3
C 4.3846 0.5309 0.0792 -0.1 0.2 0.1
C 2.8977 0.6284 -0.2760 0.0 0.2 0.2
P 2.1469 -1.0474 -0.4421 0.1 -0.2 0.3
C 1.9430 -1.2659 -2.2496 0.1 0.0 -0.2
C 0.4266 -0.6435 0.0784 0.0 0.1 -0.2
C -0.5453 -0.0222 -0.6431 -0.1 0.0 0.1
C -1.8248 0.2278 -0.0883 0.2 -0.1 0.1
C -2.8508 0.8674 -0.8102 0.0 0.0 -0.1
C -4.0588 1.0797 -0.2169 -0.2 0.0 0.2
C -4.3050 0.6783 1.1239 -0.2 0.1 -0.2
C -3.3373 0.0644 1.8483 0.0 0.0 0.1
C -2.0766 -0.1760 1.2527 0.1 0.0 -0.2
C -1.0509 -0.8155 1.9414 0.0 0.0 0.1
N 0.1176 -1.0270 1.3600 0.0 0.0 0.0
H 4.4977 0.2704 1.1310 0.1 -0.1 0.0
H 4.8750 1.4931 -0.0651 0.0 0.0 0.0
H 4.9090 -0.2137 -0.5178 0.0 0.0 -0.1
H 2.3677 1.1399 0.5313 0.0 0.0 0.0
H 2.7288 1.2248 -1.1743 0.0 -0.1 -0.1
H 2.3497 -0.4132 -2.7920 -0.1 0.0 0.0
H 0.9005 -1.4089 -2.5290 0.0 0.0 0.0
H 2.4838 -2.1574 -2.5614 0.0 0.0 0.0
H -0.3354 0.2915 -1.6568 0.0 0.0 0.0
H -2.6719 1.1864 -1.8284 0.0 0.0 0.0
H -4.8512 1.5628 -0.7730 0.0 0.0 0.0
H -5.2692 0.8662 1.5754 0.0 0.0 -0.1
H -3.5264 -0.2335 2.8711 0.1 -0.1 0.0
H -1.1675 -1.1713 2.9561 0.0 0.0 0.0
H 0.8424 -1.5162 1.8753 0.0 0.0 0.0
```
Forces are in eV/Å.

Entry 6:
The following is a DFT calculation (ωB97M-V/def2-TZVPD) of a molecular structure, C12H16Al2CaCl2F6N2O12PS2 at a distorted geometry.

The highest occupied orbital energy is -14.2 eV. Its total charge is +3. The calculation puts the lowest unoccupied orbital energy at -12.952 eV. Its total energy is -5297.2936 Ha.

Geometry as XYZ:
```
56
Properties=species:S:1:pos:R:3:forces:R:3
O -2.7077 2.8920 0.8460 1.6 4.8 3.2
S -2.2336 4.1365 1.6832 -2.2 -4.5 -2.4
O -1.5000 3.4241 3.0926 1.3 2.4 -2.6
P 0.1635 4.0231 2.9769 -1.0 2.1 2.6
O 0.0843 5.7359 2.5906 0.3 -3.5 -1.9
Cl 1.1479 3.1583 1.2796 -0.3 0.0 -0.5
O -3.5433 5.0330 2.2916 -1.8 -3.5 -0.2
C -4.7877 4.2646 2.3722 -3.9 0.3 0.2
F -5.7387 5.1000 3.1983 3.7 -3.0 -3.1
F -4.6980 2.9604 3.0642 -0.4 6.6 -7.1
F -5.4408 4.0723 1.0240 2.6 0.7 4.8
H 0.2470 5.8631 1.5953 -0.4 0.2 2.0
Cl -4.4387 2.2005 4.9464 -1.0 -4.1 4.4
Al 0.3613 3.4005 -1.2844 -0.3 0.3 -0.6
O -6.3691 0.1646 4.3819 2.0 1.1 2.9
H -6.7084 0.1221 3.5065 -0.4 0.5 -2.1
C 2.9301 -1.5918 -0.5041 -3.1 0.5 1.7
F 2.5303 -1.9539 -1.7654 1.0 0.2 0.3
F 1.8151 -1.7062 0.2870 2.0 0.3 -1.3
F 3.7854 -2.5799 -0.0868 0.5 -0.3 -0.5
S 3.6969 0.1113 -0.4431 0.8 3.8 -2.4
O 2.6529 1.0298 -0.9182 0.9 -2.1 1.0
O 4.8615 0.0504 -1.3370 -1.6 -1.4 1.2
O 4.0604 0.3294 0.9637 -0.2 -0.8 0.3
N -0.6085 6.8111 -2.8754 -0.2 1.0 -0.9
O -0.8960 8.0008 -3.0882 0.4 -1.5 0.3
O -0.5083 6.3952 -1.7093 0.1 -0.4 0.2
O -0.4210 6.0374 -3.8290 -0.1 0.4 0.7
C 2.0918 -4.9509 -2.1083 0.5 -0.6 0.1
C 2.2247 -4.8516 -3.4929 0.5 -0.2 -0.1
C 1.9291 -5.9476 -4.3030 0.1 0.0 -0.2
C 1.4908 -7.1410 -3.7284 0.0 0.2 0.1
C 1.3544 -7.2391 -2.3440 0.0 0.2 0.0
C 1.6589 -6.1459 -1.5332 0.0 -0.1 0.3
H 2.3255 -4.0976 -1.4770 -0.7 0.0 0.3
H 2.5596 -3.9195 -3.9411 -0.2 0.3 -0.3
H 2.0391 -5.8721 -5.3814 -0.1 0.0 0.2
H 1.2557 -7.9937 -4.3599 0.0 0.2 0.1
H 1.0113 -8.1687 -1.8965 0.1 0.2 -0.1
H 1.5578 -6.2244 -0.4544 0.0 0.0 -0.1
Ca 4.4916 -3.7660 -2.1083 -0.3 -0.1 -0.2
C -1.2749 -4.0275 -3.0611 1.1 -0.7 2.5
C -1.7510 -3.9179 -4.5205 -1.1 1.0 -1.9
O -0.9577 -4.6908 -5.2442 -0.5 0.6 0.9
H -0.2398 -3.6835 -2.9406 -0.3 -0.1 -0.4
H -1.9041 -3.4015 -2.4177 -0.2 0.0 -0.5
H -1.3425 -5.0556 -2.6838 0.0 0.2 -0.3
H -1.7708 -2.8383 -4.7369 1.0 0.1 -0.3
H -2.8267 -4.1520 -4.4910 0.0 -1.1 0.1
Al 4.7916 1.3373 2.8441 -0.2 -0.1 -0.3
C 0.3348 5.2384 7.3116 0.6 -0.9 -0.6
C 1.0706 4.2035 6.4763 4.0 -5.6 -4.4
N 1.6811 3.3449 5.7834 -4.8 6.8 5.4
H -0.1141 5.9929 6.6597 0.1 -0.2 0.0
H -0.4550 4.7551 7.8932 0.2 0.0 -0.1
H 1.0319 5.7289 7.9965 0.0 -0.2 -0.2
```
Forces are in eV/Å.